Density functional theory data (ωB97M-V/def2-TZVPD) for a cluster of 2 separate species, C14H16Si in total in a non-equilibrium geometry.

Geometry as XYZ:
```
31
Properties=species:S:1:pos:R:3
C -2.7672 1.0891 2.9427
C 1.3325 1.3020 -3.7690
C -3.5035 0.4140 1.9162
C -1.4704 1.4062 2.8001
C 0.8882 0.0525 -3.8151
C 1.2204 2.0824 -2.5732
C -2.8443 0.0671 0.7816
C -0.8082 1.0985 1.6146
C 0.1643 -0.4544 -2.7495
C 0.6554 1.5243 -1.4287
C -1.3973 0.3063 0.6095
C 0.0465 0.2432 -1.5010
C 0.6642 -2.0630 0.9728
C -0.8315 -0.2998 -0.5297
Si 2.3820 -1.4976 1.2647
H -3.2735 1.3035 3.8927
H 1.5436 1.9155 -4.7256
H -4.6096 0.0472 2.0213
H -0.9237 1.9826 3.6032
H 0.8441 -0.5133 -4.7612
H 1.7003 3.0520 -2.4711
H -3.5859 -0.3341 0.0451
H 0.2147 1.4458 1.5953
H -0.3189 -1.4613 -2.8616
H 0.6269 2.1564 -0.6006
H 0.3881 -2.3785 -0.0006
H -0.0353 -2.4473 1.7570
H -1.2665 -1.3355 -0.6717
H 3.2845 -2.6401 1.6043
H 2.4075 -0.8047 2.5784
H 3.0820 -0.9166 0.0791
```

Values from the calculation:
multiplicity = 1
energy relative to the best compared isomer or geometry (same formula, charge and spin) = 4.769 eV
LUMO energy (spin up / spin down) = -0.7797 / -0.2887 eV
highest occupied orbital energy (spin up / spin down) = -8.48 / -7.02 eV